(1)
Computed, not measured: 8 unconnected molecules or ions with the total composition C23H60N2O10, with ωB97M-V with the def2-TZVPD basis set.

Geometry (Å):
C 3.4294 -2.6376 -0.2044
C 3.1082 -1.0048 -0.0890
C 4.1934 -0.0807 -0.9249
C 3.5045 1.1269 -1.7992
C 3.0378 2.4343 -0.9246
O 1.6505 2.8668 -1.1361
C 0.6971 2.1687 -0.2609
O 0.8942 2.1874 1.0876
N -0.5538 1.4651 -0.7298
N -0.3682 0.1311 -1.0193
C -1.4565 -0.7633 -0.4691
C -0.0394 -0.1474 -2.4619
C 0.5298 -1.6806 -2.8129
O -0.0952 0.6962 -3.4917
H 3.8115 -2.9234 -1.2791
H 4.1971 -2.9309 0.6503
H 2.3815 -3.1669 -0.0348
H 2.0592 -0.8232 -0.6178
H 2.9876 -0.6622 1.0324
H 5.0051 0.2813 -0.1638
H 4.6989 -0.8176 -1.7168
H 4.3333 1.4766 -2.5843
H 2.5824 0.7948 -2.4384
H 3.3400 2.2346 0.1869
H 3.7273 3.3377 -1.2909
H -1.0805 1.9894 -1.4583
H -1.0579 -1.1632 0.5818
H -2.3937 -0.1028 -0.2349
H -1.6832 -1.7154 -1.1137
H -0.2459 -2.1434 -3.5912
H 0.4982 -2.3650 -1.8589
H 1.5861 -1.6556 -3.3419
C 1.3384 5.7422 0.6636
C 1.5691 6.1924 2.0913
O 0.4783 5.7933 2.9081
H 0.4106 6.1704 0.2702
H 2.1686 6.0463 0.0198
H 1.2333 4.6536 0.6129
H 1.6516 7.2823 2.1404
H 2.4883 5.7581 2.4961
H 0.4188 4.8235 2.8643
C -0.0281 2.4059 -7.0951
C -0.0912 0.9193 -7.3783
O 1.0807 0.2825 -6.8908
H 0.8539 2.8506 -7.5677
H -0.9224 2.9125 -7.4690
H 0.0590 2.5921 -6.0197
H -0.1560 0.7371 -8.4551
H -0.9633 0.4650 -6.8983
H 1.1245 0.4431 -5.9325
C -4.3287 -0.5273 -6.8243
C -4.3468 -0.5021 -8.3386
O -3.0334 -0.2926 -8.8360
H -3.9330 0.4138 -6.4284
H -5.3347 -0.6834 -6.4247
H -3.6759 -1.3263 -6.4579
H -4.9827 0.3114 -8.7003
H -4.7291 -1.4446 -8.7423
H -2.4786 -1.0247 -8.5161
C -0.2365 -2.8183 4.2422
C -0.9594 -2.9552 2.9183
O -0.0347 -2.8424 1.8466
H 0.2774 -1.8533 4.3021
H -0.9362 -2.8984 5.0789
H 0.5293 -3.5938 4.3475
H -1.7084 -2.1654 2.8077
H -1.4650 -3.9229 2.8455
H 0.6212 -3.5532 1.9494
C -2.0298 7.6658 1.7297
C -2.5944 8.1078 0.3955
O -3.4070 7.0800 -0.1518
H -1.4365 6.7530 1.6131
H -1.3970 8.4455 2.1630
H -2.8357 7.4340 2.4337
H -1.7863 8.3172 -0.3117
H -3.1996 9.0128 0.5058
H -4.1263 6.9074 0.4798
C 2.1635 -4.7232 7.9217
C 1.4406 -4.8601 6.5978
O 2.3653 -4.7472 5.5261
H 2.6774 -3.7581 7.9816
H 1.4638 -4.8033 8.7584
H 2.9293 -5.4986 8.0269
H 0.6916 -4.0702 6.4871
H 0.9350 -5.8278 6.5249
H 3.0212 -5.4581 5.6289
C -2.4698 -6.2718 6.5133
C -2.4879 -6.2465 4.9990
O -1.1745 -6.0370 4.5016
H -2.0741 -5.3307 6.9092
H -3.4758 -6.4278 6.9129
H -1.8170 -7.0708 6.8797
H -3.1238 -5.4330 4.6373
H -2.8701 -7.1890 4.5953
H -0.6197 -6.7691 4.8214

Calculated values
Calculated total energy   -48270.6707 eV
Molar mass   524.74 g/mol
Orbital gap   0.36837 Ha
Spin multiplicity   1
Net charge   0
HOMO   -9.7148 eV

=====

(2)
Computed, not measured: a molecular structure, C25H25BCl2N4STeZr, with ωB97M-V with the def2-TZVPD basis set.

Geometry (Å):
Zr 1.2507 -1.0384 -0.0062
B 2.2864 0.6174 -1.9080
N 3.5834 0.0084 -1.3025
C 4.8742 0.2821 -1.4936
C 5.6125 -0.3367 -0.4932
C 4.6774 -0.9710 0.3041
N 3.4428 -0.7629 -0.1804
N 1.7232 1.6066 -0.8437
C 1.5818 2.9337 -0.8142
C 1.2081 3.3137 0.4678
C 1.1380 2.1367 1.1888
N 1.4569 1.0988 0.4020
H 2.4382 1.1463 -2.9627
H 1.4465 -0.3330 -2.0074
H 5.1861 0.8949 -2.3252
H 6.6812 -0.3219 -0.3659
H 4.8301 -1.5724 1.1870
H 1.7571 3.5236 -1.7004
H 1.0213 4.3118 0.8259
H 0.8846 1.9701 2.2240
Te -1.4546 0.1128 0.4309
C -1.7891 1.5634 -1.0229
C -1.3192 1.3900 -2.3217
C -1.6545 2.3210 -3.2959
C -2.4493 3.4118 -2.9675
C -2.9035 3.5833 -1.6666
C -2.5769 2.6570 -0.6826
C -3.0825 -1.1168 -0.0023
C -3.3471 -1.5554 -1.2939
C -4.4874 -2.3091 -1.5319
C -5.3535 -2.6161 -0.4882
C -5.0897 -2.1607 0.7948
C -3.9500 -1.4023 1.0446
H -0.6947 0.5447 -2.5847
H -1.3016 2.1907 -4.3110
H -2.7174 4.1295 -3.7317
H -3.5175 4.4383 -1.4153
H -2.9429 2.7962 0.3264
H -2.7131 -1.2784 -2.1267
H -4.7073 -2.6472 -2.5363
H -6.2432 -3.2008 -0.6820
H -5.7737 -2.3835 1.6033
H -3.7617 -1.0400 2.0472
Cl -0.2463 -2.6017 -1.7395
C 0.8405 -4.0302 -1.5918
Cl 2.3943 -3.4380 -0.9579
H 1.0011 -4.4504 -2.5760
H 0.3999 -4.7248 -0.8879
S 0.2123 -2.6603 1.5332
C 0.6566 -1.4663 2.7505
C 1.9589 -0.9789 2.7772
C 2.3456 0.0050 3.7015
C 1.4285 0.4496 4.6217
C 0.1160 -0.0577 4.6127
C -0.2820 -0.9831 3.6788
H 2.7248 -1.4652 2.1792
H 3.3631 0.3726 3.7138
H 1.7220 1.1699 5.3742
H -0.5904 0.2856 5.3575
H -1.2951 -1.3622 3.6704

Calculated values
Calculated total energy   -77409.3287 eV
Molar mass   714.11 g/mol
Orbital gap   0.26133 Ha
Spin multiplicity   1
Net charge   +2
HOMO   -14.2265 eV

=====

(3)
Computed, not measured: a molecular structure, C7H8N2, with ωB97M-V with the def2-TZVPD basis set.

Geometry (Å):
C 1.0004 -0.2140 -2.7814
C 0.2844 -0.0478 0.9856
C -1.1591 0.6165 0.7842
C 0.3697 -0.0219 -1.4438
N 0.5373 -0.7364 2.1444
N -1.9489 0.6945 1.9136
C 0.9487 -0.3482 -0.2194
C -1.2582 1.4791 -0.3109
C -0.8222 0.6132 -1.1545
H 1.0339 -1.6136 2.0646
H -0.1026 -0.6864 2.9216
H -2.6674 1.4014 1.8865
H -1.4683 0.7091 2.8015
H 1.7813 -1.0384 -0.1979
H 1.9680 -0.7064 -2.6890
H 1.1359 0.7413 -3.2922
H 0.3670 -0.8422 -3.4130

Calculated values
Calculated total energy   -10363.6223 eV
Molar mass   120.15 g/mol
Orbital gap   0.26156 Ha
Spin multiplicity   1
Net charge   0
HOMO   -6.8040 eV

=====

(4)
Computed, not measured: C5H9NO in the gas phase, with ωB97M-V with the def2-TZVPD basis set.

Geometry (Å):
C 1.1823 -1.4334 -0.0917
C 0.3665 -0.3899 0.6480
N 0.8059 0.9983 0.3831
C -0.9996 1.3153 0.3704
O -1.4268 2.3079 0.9216
C -1.1650 0.4750 -1.0972
C -1.1055 -0.1489 0.2885
H 1.1947 -1.2258 -1.1675
H 0.7640 -2.4320 0.0622
H 2.2179 -1.4307 0.2684
H 0.4215 -0.5495 1.7294
H 1.5068 1.4380 0.9687
H 0.8758 1.1903 -0.6086
H -2.1312 0.7507 -1.4998
H -0.6103 -0.0952 -1.8694
H -1.8971 -0.7701 0.6940

Calculated values
Calculated total energy   -8865.2765 eV
Molar mass   99.13 g/mol
Orbital gap   0.32104 Ha
Spin multiplicity   1
Net charge   0
HOMO   -7.9628 eV

=====

(5)
Computed, not measured: 8 unconnected molecules or ions with the total composition C34H51BF21NO19, with ωB97M-V with the def2-TZVPD basis set.

Geometry (Å):
C 2.1381 0.5419 -4.7911
C 2.4484 1.9841 -4.4624
O 1.4432 2.5252 -3.5723
C 1.5725 2.2423 -2.2902
O 2.4310 1.5983 -1.7629
C 0.4273 2.9144 -1.5133
F -0.7489 2.7378 -2.1259
F 0.6370 4.2387 -1.4245
F 0.3298 2.4241 -0.2859
H 1.1334 0.4596 -5.1977
H 2.8491 0.1625 -5.5245
H 2.1976 -0.0765 -3.9002
H 2.4075 2.6079 -5.3525
H 3.4376 2.0995 -4.0211
C 0.6647 -2.5219 9.5026
C 1.1375 -3.9394 9.7368
O 0.2097 -4.8986 9.1873
C 0.3135 -5.1280 7.8885
O 1.0897 -4.6303 7.1273
C -0.7127 -6.1977 7.4673
F -1.9128 -5.9628 8.0043
F -0.3084 -7.4078 7.8731
F -0.8390 -6.2166 6.1469
H -0.3410 -2.3856 9.9006
H 1.3359 -1.8181 9.9932
H 0.6373 -2.2887 8.4388
H 1.1787 -4.1616 10.8005
H 2.1294 -4.1078 9.3201
C 0.2525 -5.4101 -1.6858
C -1.0511 -4.8730 -2.2296
O -0.8338 -3.6647 -2.9940
C -0.4388 -3.8337 -4.2465
O -0.2636 -4.8672 -4.8173
C -0.2512 -2.4567 -4.9118
F 0.4066 -1.6153 -4.1021
F -1.4396 -1.9078 -5.1967
F 0.4364 -2.5645 -6.0409
H 0.7664 -4.6419 -1.1055
H 0.0625 -6.2674 -1.0410
H 0.9178 -5.7247 -2.4897
H -1.7133 -4.5844 -1.4153
H -1.5765 -5.6080 -2.8371
C 5.0503 1.1045 -0.5989
C 6.2278 1.1158 0.3499
O 6.9219 -0.1506 0.3427
C 7.7800 -0.3360 -0.6469
O 8.0423 0.4280 -1.5282
C 8.4609 -1.7101 -0.4875
F 7.5717 -2.6614 -0.1897
F 9.3632 -1.6578 0.4999
F 9.0839 -2.0550 -1.6072
H 4.3801 0.2774 -0.3684
H 4.4947 2.0343 -0.5200
H 5.3822 0.9850 -1.6301
H 5.8938 1.2516 1.3762
H 6.9261 1.9188 0.1180
C -0.8488 6.4470 -3.8223
C 0.5195 5.9465 -4.2288
O 0.5854 5.6971 -5.6489
C 0.7965 6.7550 -6.4175
O 0.9383 7.8870 -6.0632
C 0.8846 6.3092 -7.8907
F -0.0876 5.4455 -8.1959
F 2.0611 5.7069 -8.1108
F 0.7891 7.3531 -8.7019
H -1.6205 5.7496 -4.1497
H -0.9022 6.5496 -2.7390
H -1.0626 7.4155 -4.2730
H 0.7283 4.9898 -3.7622
H 1.3058 6.6419 -3.9372
C -3.9549 0.3978 -2.7696
C -4.5720 1.3488 -3.7701
O -5.5497 0.6799 -4.5927
C -6.7520 0.5310 -4.0585
O -7.1101 0.8919 -2.9769
C -7.6845 -0.1605 -5.0730
F -7.0822 -1.1992 -5.6569
F -8.0390 0.7083 -6.0277
F -8.7846 -0.5965 -4.4729
H -3.5330 -0.4690 -3.2802
H -3.1639 0.8988 -2.2112
H -4.6979 0.0334 -2.0615
H -3.8210 1.7204 -4.4637
H -5.0277 2.2081 -3.2801
C -1.3467 4.0240 2.2466
C -1.6731 5.3869 2.8147
O -2.0883 5.2935 4.1927
C -1.1146 5.2042 5.0862
O 0.0609 5.1958 4.8725
C -1.7191 5.1523 6.5036
F -2.7540 4.3094 6.5591
F -2.1509 6.3684 6.8572
F -0.8091 4.7569 7.3841
H -2.1936 3.3479 2.3710
H -1.1129 4.1031 1.1862
H -0.4911 3.5804 2.7555
H -2.5170 5.8307 2.2914
H -0.8302 6.0710 2.7287
C -0.6039 -4.7842 3.4878
C 0.1417 -4.6744 2.1505
C 1.2140 -3.5934 2.2391
O 1.4246 -2.9701 0.9718
C 1.8619 -1.6464 1.0865
O 0.9482 -0.8302 1.7606
C -0.3126 -0.7823 1.1257
C -1.3264 -0.2049 2.1088
N -2.5054 -1.0415 2.1434
O -3.0229 -1.0738 0.8060
B -3.5044 -2.3135 0.4441
O -4.0029 -3.1877 1.3845
O -3.4990 -2.6419 -0.8904
H -1.2994 -3.9563 3.6250
H -1.1114 -5.7424 3.5678
H 0.1293 -4.7180 4.2945
H 0.6204 -5.6385 1.9745
H -0.5689 -4.4519 1.3545
H 0.9007 -2.8683 2.9930
H 2.1542 -4.0269 2.5967
H 2.0348 -1.2833 0.0674
H 2.8080 -1.5833 1.6325
H -0.6825 -1.7705 0.8487
H -0.2866 -0.1679 0.2202
H -0.8780 -0.2510 3.1027
H -1.5477 0.8490 1.9006
H -3.2243 -0.6879 2.7628
H -4.8922 -3.4729 1.1541
H -2.6825 -2.3171 -1.2859

Calculated values
Calculated total energy   -134225.7023 eV
Molar mass   1187.54 g/mol
Orbital gap   0.35690 Ha
Spin multiplicity   1
Net charge   0
HOMO   -9.6125 eV

=====

(6)
Computed, not measured: a molecular structure, C25H26BrFN5OPtSi, with ωB97M-V with the def2-TZVPD basis set.

Geometry (Å):
Pt 0.1588 0.0575 -0.1462
C 5.7168 0.3248 0.0432
C 4.8477 -0.7549 0.2645
C 3.4839 -0.5244 0.3810
C 3.0231 0.8031 0.0742
C 3.9589 1.8795 -0.0368
C 5.2923 1.6627 -0.0523
N 1.7346 1.2155 -0.0474
N 1.5945 2.5348 0.1826
C 0.2835 2.8588 0.2509
C -0.1930 4.1709 0.3471
C -1.5444 4.4284 0.2434
C -2.4245 3.3683 -0.0143
C -1.9592 2.0942 -0.0859
N -0.6265 1.8683 0.0806
H 6.7899 0.0919 -0.0534
H 5.2945 -1.7453 0.3076
H 2.8362 -1.3288 0.6664
H 3.5963 2.8876 -0.1010
H 5.9846 2.4785 -0.2019
H 0.5555 4.9694 0.3910
H -1.9578 5.4169 0.3500
H -3.4779 3.5519 -0.2099
H -2.5738 1.2211 -0.2552
O 0.9968 -0.7211 -6.1770
C 0.8203 -0.3541 -4.8752
C 0.3775 0.9021 -4.4288
C 0.2427 1.0906 -3.0867
N 0.5279 0.1008 -2.2053
C 0.9329 -1.0711 -2.6376
Br 1.1649 -2.4988 -1.3940
C 1.1207 -1.3718 -3.9411
H 0.7942 -0.0550 -6.8687
H 0.1666 1.6754 -5.1696
H -0.1532 2.0165 -2.6873
H 1.4866 -2.3476 -4.2342
C 0.3799 -2.9599 2.5324
Si -0.6237 -1.3122 2.6324
C 0.5100 0.0442 3.3329
C -1.8866 -1.5116 4.0647
N -1.2592 -0.8539 1.0429
C -2.4545 -1.3803 0.5359
C -3.4758 -1.6083 1.4665
C -4.7322 -2.0686 1.1131
C -5.0358 -2.2815 -0.2236
C -4.0551 -2.1200 -1.2254
C -2.8006 -1.6531 -0.8606
F -1.9142 -1.3082 -1.8616
H 0.9955 -3.0212 3.4441
H 1.0301 -3.0069 1.6467
H -0.2791 -3.8449 2.5236
H 0.5132 0.0336 4.4323
H 0.1579 1.0277 2.9945
H 1.5410 -0.0131 2.9657
H -1.3570 -1.5817 5.0261
H -2.5645 -2.3625 4.0008
H -2.4873 -0.5974 4.1102
H -3.2908 -1.3916 2.5005
H -5.4807 -2.2435 1.8727
H -6.0327 -2.5867 -0.4702
H -4.2696 -2.2947 -2.2691

Calculated values
Calculated total energy   -119698.4616 eV
Molar mass   734.58 g/mol
Orbital gap (spin up / spin down)   0.21618 / 0.20484 Ha
Spin multiplicity   5
Net charge   +3
HOMO (spin up / spin down)   -16.6415 / -17.8354 eV

=====

(7)
Computed, not measured: C22H24N6 in the gas phase, with ωB97M-V with the def2-TZVPD basis set.

Geometry (Å):
C 0.7703 4.6507 0.3579
C -0.5884 4.6201 -0.3386
C -0.4710 5.0585 -1.7967
N -1.1322 3.2823 -0.2790
C -2.2908 2.8760 0.3190
N -2.5281 1.6057 0.2111
C -1.4674 1.1076 -0.5093
C -1.1045 -0.1671 -0.9782
N -1.8482 -1.2853 -0.8211
C -2.8159 -1.4297 0.2375
C -2.2390 -2.0373 1.4954
C -0.8990 -1.8771 1.8232
C -0.3886 -2.4300 2.9848
C -1.2113 -3.1480 3.8349
C -2.5496 -3.3096 3.5174
C -3.0579 -2.7599 2.3546
N 0.0293 -0.2921 -1.6643
C 0.7991 0.7774 -1.8745
N 1.9446 0.5777 -2.5836
C 2.4901 -0.7599 -2.7090
C 2.8312 -1.3462 -1.3602
C 2.0752 -2.3787 -0.8233
C 2.3402 -2.8598 0.4469
C 3.3678 -2.3114 1.1952
C 4.1311 -1.2844 0.6662
C 3.8622 -0.8039 -0.6029
N 0.5645 2.0312 -1.4854
C -0.5823 2.1555 -0.8185
H 1.1856 5.6543 0.3264
H 0.6735 4.3427 1.3970
H 1.4454 3.9668 -0.1499
H -1.2944 5.2720 0.1919
H -0.0690 6.0664 -1.8543
H -1.4458 5.0410 -2.2798
H 0.1932 4.3767 -2.3217
H -2.9358 3.5649 0.8300
H -1.3883 -2.1297 -1.1332
H -3.6419 -2.0507 -0.1251
H -3.2044 -0.4306 0.4625
H -0.2433 -1.3189 1.1702
H 0.6564 -2.2958 3.2235
H -0.8126 -3.5799 4.7411
H -3.1982 -3.8686 4.1762
H -4.1026 -2.8890 2.1092
H 2.5994 1.3414 -2.5112
H 3.3762 -0.6999 -3.3456
H 1.7338 -1.3777 -3.1975
H 1.2702 -2.8000 -1.4058
H 1.7396 -3.6592 0.8567
H 3.5754 -2.6837 2.1880
H 4.9363 -0.8551 1.2450
H 4.4594 0.0008 -1.0098

Calculated values
Calculated total energy   -32146.1125 eV
Molar mass   372.48 g/mol
Orbital gap   0.31130 Ha
Spin multiplicity   1
Net charge   0
HOMO   -7.6352 eV

=====

(8)
Computed, not measured: a molecular structure, C24H20BN9O4RuSe, with ωB97M-V with the def2-TZVPD basis set.

Geometry (Å):
Ru -0.0989 -0.4139 -0.2039
C 2.8583 -2.9324 1.5713
C 3.1491 -2.3923 2.8167
C 2.5158 -1.2356 3.1938
C 1.5905 -0.6189 2.3439
N 1.3327 -1.1383 1.1295
C 1.9473 -2.2811 0.7780
N 1.0089 0.5211 2.8714
C 0.1478 1.2585 2.2804
N -0.3283 1.2032 0.9916
C -1.3571 2.0742 0.8556
N -2.1694 2.2757 -0.1331
C -2.1099 1.6333 -1.3410
C -3.0217 2.1074 -2.3069
C -2.9821 1.6416 -3.5925
C -2.0102 0.7020 -3.9377
C -1.1735 0.2465 -2.9521
N -1.2275 0.6646 -1.6706
C -1.4803 2.8662 2.1040
C -2.3354 3.8888 2.4603
C -2.2051 4.4082 3.7441
C -1.2557 3.9040 4.6319
C -0.4072 2.8652 4.2636
C -0.5379 2.3682 2.9834
H 3.3037 -3.8525 1.2225
H 3.8459 -2.8807 3.4861
H 2.6708 -0.7774 4.1588
H 1.6778 -2.6834 -0.1820
H -3.7287 2.8564 -1.9826
H -3.6857 2.0073 -4.3300
H -1.9141 0.3162 -4.9420
H -0.4188 -0.4906 -3.1744
H -3.0784 4.2551 1.7647
H -2.8585 5.2089 4.0674
H -1.1904 4.3212 5.6291
H 0.3191 2.4456 4.9466
B 2.1167 -1.7872 -2.7098
N 2.2420 -0.2866 -2.2490
C 3.2352 0.5179 -2.6450
C 3.1836 1.6959 -1.9200
C 2.0930 1.5237 -1.0731
N 1.5349 0.3310 -1.2866
N 0.6699 -2.3222 -2.5398
C 0.1060 -3.2530 -3.3271
C -1.0825 -3.6619 -2.7572
C -1.1875 -2.9124 -1.5825
N -0.1273 -2.1159 -1.4650
H 2.9011 -2.4524 -2.0698
H 2.3761 -1.8167 -3.8906
H 3.9154 0.1880 -3.4119
H 3.8342 2.5488 -1.9991
H 1.6659 2.1845 -0.3372
H 0.6076 -3.5660 -4.2275
H -1.7713 -4.4022 -3.1240
H -1.9338 -2.9344 -0.7999
O -2.3682 -3.6668 1.1123
Se -1.8589 -2.4427 2.0464
O -0.4539 -2.7436 2.7992
O -1.4894 -1.1699 0.9276
O -3.0015 -1.7981 2.9835

Calculated values
Calculated total energy   -115421.1066 eV
Molar mass   689.33 g/mol
Orbital gap (spin up / spin down)   0.26014 / 0.24122 Ha
Spin multiplicity   2
Net charge   -1
HOMO (spin up / spin down)   -5.3611 / -5.2022 eV